No. 1
Below is a molecular structure, C40H33BrN12O4Ta, with properties calculated with wB97M-V/def2-TZVPD.

```
! wB97M-V def2-TZVPD RIJCOSX def2/J DEFGRID3
* xyz 3 1
Ta 0.3028 -0.3562 -1.3489
O 1.6704 -1.1478 -2.3479
C 2.1103 -1.6832 -3.5100
C 3.4572 -1.8603 -3.7544
C 3.8204 -2.4291 -4.9691
C 2.8661 -2.8223 -5.9115
C 1.5261 -2.6518 -5.6489
C 1.1280 -2.0667 -4.4320
C -0.2396 -1.8980 -4.1058
N -0.7079 -1.3146 -3.0269
N -2.1050 -1.3063 -3.0068
C -2.5143 -0.9596 -1.8412
O -1.5572 -0.6817 -0.9244
C -3.9035 -0.7899 -1.4518
C -4.2319 -0.3894 -0.1545
C -5.5601 -0.2411 0.2021
C -6.5589 -0.4894 -0.7320
C -6.2347 -0.8835 -2.0255
C -4.9104 -1.0362 -2.3906
H 4.1994 -1.5758 -3.0214
H 4.8705 -2.5755 -5.1872
H 3.1842 -3.2669 -6.8440
H 0.7767 -2.9588 -6.3682
H -0.9926 -2.2870 -4.7859
H -3.4535 -0.1856 0.5701
H -5.8227 0.0643 1.2057
H -7.5975 -0.3775 -0.4499
H -7.0186 -1.0776 -2.7445
H -4.6503 -1.3538 -3.3913
C 2.3004 1.8806 3.6070
C 2.6910 0.9453 2.6543
C 1.9262 0.7846 1.5162
C 0.7969 1.5776 1.3195
C 0.4039 2.5206 2.2703
C 1.1601 2.6579 3.4182
N 0.0905 1.4055 0.1037
N -0.7801 2.2522 -0.1719
C -1.2501 2.1865 -1.4940
C -2.2458 3.0599 -1.8641
C -2.5812 3.1362 -3.2127
C -1.8860 2.3551 -4.1221
C -0.9361 1.4620 -3.6606
N -0.6269 1.3488 -2.3590
H 2.8800 1.9918 4.5135
H 3.5667 0.3322 2.8193
H 2.2143 0.0278 0.7888
H -0.4836 3.1179 2.1184
H 0.8587 3.3666 4.1781
H -2.7062 3.6857 -1.1127
H -3.3550 3.8153 -3.5462
H -2.0844 2.4141 -5.1830
H -0.4029 0.8188 -4.3450
C 1.0476 -3.5712 -1.1095
O 0.7821 -2.3892 -0.2962
C 1.1678 -2.5447 1.0570
C 2.1748 -3.3834 1.4765
C 2.4747 -3.3754 2.8412
Br 3.8268 -4.5113 3.4694
C 1.8082 -2.5464 3.7231
C 0.7966 -1.6880 3.2787
C 0.4744 -1.7328 1.9325
O -0.4421 -0.8769 1.3207
C 0.2359 -0.7276 4.2360
N 0.8900 -0.3763 5.3068
C 0.1022 0.5839 5.9176
C 0.3345 1.3140 7.0873
C -0.6201 2.2329 7.4612
C -1.7899 2.4299 6.7014
C -2.0367 1.7180 5.5468
C -1.0618 0.7951 5.1714
N -0.9527 -0.0588 4.0895
H 2.1006 -3.6179 -1.3763
H 0.4261 -3.4972 -1.9945
H 0.7547 -4.4450 -0.5336
H 2.7196 -4.0357 0.8104
H 2.0688 -2.5288 4.7722
H -1.2463 -1.3675 1.0910
H 1.2262 1.1451 7.6758
H -0.4824 2.8105 8.3650
H -2.5179 3.1529 7.0439
H -2.9454 1.8644 4.9771
H -1.6388 -0.2061 3.3740
N 3.3815 4.0055 -3.0722
N 3.1251 2.8560 -2.3670
N 4.0950 2.1042 -1.8996
C 3.4267 1.0685 -1.4289
N 2.1073 1.2139 -1.6135
N 1.9331 2.3787 -2.2353
H 4.2978 4.3484 -2.7996
H 2.6474 4.6826 -2.8953
H 3.9050 0.2340 -0.9445
*
```

* E_HOMO: -14.39 eV
* LUMO: -10.254 eV
* F_max: 0.87 eV Å⁻¹



No. 2
Below is a molecular structure, C40H33Co2N2O7PS at a distorted geometry, with properties calculated with wB97M-V/def2-TZVPD.

```
! wB97M-V def2-TZVPD RIJCOSX def2/J DEFGRID3
* xyz -2 1
O -1.3148 -3.4294 3.5614
C -1.5226 -2.7853 2.6234
Co -1.7256 -1.7917 1.2284
C -2.6634 -0.6242 2.1989
O -2.9467 -0.1349 3.2506
C -0.2575 -2.5272 0.3875
O 0.5532 -3.3777 0.3849
C -2.5466 -1.2149 -0.2252
C -2.7415 -0.2046 0.7944
C -3.0395 1.1317 0.3959
C -3.8158 2.1895 1.0029
C -4.9668 2.1444 1.8316
C -5.5957 3.3504 2.1822
C -5.0100 4.5867 1.8467
C -3.7943 4.6272 1.1457
C -3.2894 3.4525 0.6320
Co -0.8996 -0.8911 -1.2806
C -0.2150 0.6912 -1.0087
O 0.2425 1.7602 -1.0813
C -1.8843 -0.6505 -2.7106
O -2.5448 -0.3403 -3.6110
P 0.6916 -1.7342 -2.4978
C 2.3564 -1.7275 -1.7339
C 3.4613 -2.2670 -2.4036
C 4.7181 -2.2420 -1.7975
C 4.8764 -1.6887 -0.5233
C 3.7803 -1.1189 0.1272
C 2.5395 -1.0996 -0.5024
C 0.2287 -3.4920 -2.7976
C 1.0663 -4.5476 -2.4140
C 0.6521 -5.8692 -2.6101
C -0.6017 -6.1441 -3.1684
C -1.4339 -5.0928 -3.5688
C -1.0175 -3.7683 -3.3927
C 1.0678 -1.1173 -4.1784
C 1.0922 -1.9554 -5.3016
C 1.4794 -1.4526 -6.5440
C 1.8497 -0.1152 -6.6727
C 1.8304 0.7269 -5.5584
C 1.4396 0.2306 -4.3128
H -3.3873 -1.6857 -0.7612
H -2.7411 1.3614 -0.6422
H -5.3410 1.1902 2.2206
H -6.5493 3.3412 2.7345
H -5.4820 5.5322 2.1274
H -3.2451 5.5571 0.9782
H -2.3981 3.4276 0.0025
H 3.3359 -2.6974 -3.3952
H 5.5689 -2.6635 -2.3287
H 5.8584 -1.6878 -0.0489
H 3.8773 -0.6953 1.1246
H 1.7103 -0.5846 -0.0250
H 2.0403 -4.3333 -1.9737
H 1.3144 -6.6808 -2.3087
H -0.9320 -7.1788 -3.2893
H -2.4114 -5.2976 -4.0132
H -1.6791 -2.9559 -3.7117
H 0.8352 -3.0081 -5.2057
H 1.5107 -2.1206 -7.4013
H 2.1669 0.2737 -7.6371
H 2.1387 1.7692 -5.6453
H 1.4539 0.8806 -3.4336
C 1.4469 5.0908 4.2787
C 0.0278 4.5970 4.3988
N -0.1351 3.2261 3.7926
C -0.7300 3.1232 2.5165
O -0.9957 4.1731 1.8989
C -0.9079 1.8131 1.9724
C 0.0988 0.9089 2.3875
O 0.5729 -0.0083 1.6664
N 0.5666 1.0101 3.7016
C 1.5689 -0.0209 4.1795
C 2.9849 0.4663 4.0069
C 0.4901 2.1807 4.4325
S 1.2043 2.3543 5.9370
H 1.4599 6.1713 4.4731
H 2.1122 4.5905 5.0017
H 1.8234 4.9263 3.2604
H -0.2429 4.4524 5.4475
H -0.6790 5.2524 3.8881
H -1.1508 1.7961 0.9222
H 1.3431 -0.1340 5.2447
H 1.3526 -0.9340 3.6170
H 3.6596 -0.3927 4.1083
H 3.1406 0.9234 3.0201
H 3.2456 1.2030 4.7826
*
```

* energy above the lowest of the compared OMol25 structures with the same formula, charge and spin: 345.8 kJ/mol
* E_HOMO: -0.18 eV
* LUMO: 3.976 eV
* F_max: 4.26 eV Å⁻¹